# 1
Entry from OMol25: a 2-piece molecular cluster, C2H10N2O overall (wB97M-V/def2-TZVPD).

**Charge**: 0
**Energy relative to the best compared isomer or geometry (same formula, charge and spin)**: 0.7001 eV
**Lowest unoccupied orbital energy**: 0.78 eV
**Orbital gap**: 9.9 eV
**SMILES**: CNCN.O

Positions of all 15 atoms, in Å:
C1 -0.526 -0.203 -1.827
N1 0.579 0.244 -0.964
C2 0.932 -0.765 0.031
N2 2.277 -0.553 0.518
H1 -0.749 -1.265 -1.725
H2 -1.424 0.373 -1.616
H3 -0.268 0.019 -2.854
H4 1.382 0.361 -1.569
H5 0.895 -1.765 -0.401
H6 0.141 -0.708 0.799
H7 2.472 0.453 0.570
H8 2.353 -0.864 1.476
O1 -2.792 1.127 1.897
H9 -2.044 1.712 2.073
H10 -2.372 0.262 1.980

# 2
Entry from OMol25: a 2-piece molecular cluster, C2H10N2O2 overall (wB97M-V/def2-TZVPD).

**Charge**: 0
**Energy relative to the best compared isomer or geometry (same formula, charge and spin)**: 0.9738 eV
**Lowest unoccupied orbital energy**: 0.46 eV
**Orbital gap**: 10.1 eV
**SMILES**: NCO.NCO

Positions of all 16 atoms, in Å:
N1 -1.964 1.854 1.192
C1 -2.697 1.127 0.190
O1 -3.907 0.666 0.760
H1 -1.034 2.159 0.965
H2 -2.490 2.582 1.650
H3 -2.976 1.712 -0.686
H4 -2.111 0.244 -0.055
H5 -3.689 0.462 1.682
N2 2.867 -0.728 -1.550
C2 2.413 -1.879 -0.822
O2 2.598 -1.877 0.607
H6 2.601 0.155 -1.112
H7 3.887 -0.712 -1.580
H8 1.336 -1.965 -0.995
H9 2.971 -2.751 -1.140
H10 2.195 -1.048 0.894

# 3
Entry from OMol25: a 2-piece molecular cluster, C2H10N2O2 overall in a non-equilibrium geometry (wB97M-V/def2-TZVPD).

**Charge**: 0
**Energy relative to the best compared isomer or geometry (same formula, charge and spin)**: 2.0111 eV
**Lowest unoccupied orbital energy**: 0.87 eV
**Orbital gap**: 9.5 eV
**SMILES**: NCO.NCO

Positions of all 16 atoms, in Å:
N1 0.330 0.098 -1.804
C1 1.223 -0.961 -2.230
O1 1.970 -0.484 -3.387
H1 -0.168 0.461 -2.598
H2 -0.068 0.439 -0.955
H3 2.008 -1.106 -1.396
H4 0.714 -1.927 -2.384
H5 2.883 -0.732 -3.222
N2 -0.592 0.906 3.067
C2 -1.560 0.488 2.039
O2 -1.068 -0.340 0.935
H6 0.023 1.610 2.646
H7 -0.953 1.235 3.957
H8 -2.315 -0.073 2.608
H9 -2.012 1.431 1.711
H10 -0.413 -1.044 1.012

# 4
Entry from OMol25: a 2-piece molecular cluster, C2H10N2O2 overall in a non-equilibrium geometry (wB97M-V/def2-TZVPD).

**Charge**: 0
**Energy relative to the best compared isomer or geometry (same formula, charge and spin)**: 0.8964 eV
**Lowest unoccupied orbital energy**: 0.79 eV
**Orbital gap**: 10.3 eV
**SMILES**: NCO.NCO

Positions of all 16 atoms, in Å:
N1 1.086 -0.998 0.905
C1 1.679 0.182 1.427
O1 1.739 0.299 2.846
H1 1.501 -1.881 1.161
H2 0.101 -1.111 1.129
H3 2.706 0.222 1.071
H4 1.127 1.030 1.015
H5 0.882 0.065 3.214
N2 -2.186 -0.471 -1.882
C2 -1.415 0.531 -1.212
O2 -0.035 0.519 -1.548
H6 -1.807 -1.399 -1.737
H7 -2.138 -0.347 -2.885
H8 -1.847 1.492 -1.513
H9 -1.584 0.461 -0.137
H10 0.190 1.407 -1.854

# 5
Entry from OMol25: a 3-piece molecular cluster, C2H10N2O2 overall in a non-equilibrium geometry (wB97M-V/def2-TZVPD).

**Charge**: 0
**Energy relative to the best compared isomer or geometry (same formula, charge and spin)**: 1.8962 eV
**Lowest unoccupied orbital energy**: 0.64 eV
**Orbital gap**: 9.8 eV
**SMILES**: C/N=C\N.O.O

Positions of all 16 atoms, in Å:
C1 -0.980 0.221 1.480
N1 0.095 0.382 0.493
C2 0.868 1.392 0.371
N2 1.154 2.394 1.284
H1 -1.876 0.781 1.106
H2 -1.321 -0.821 1.432
H3 -0.731 0.541 2.487
H4 0.918 1.928 -0.585
H5 0.932 2.056 2.205
H6 0.980 3.343 0.998
O1 -2.144 -0.745 -1.706
H7 -2.160 0.200 -1.526
H8 -1.168 -0.842 -1.553
O2 2.164 -3.546 -2.121
H9 1.516 -3.624 -1.379
H10 1.753 -3.660 -2.986

# 6
Entry from OMol25: a 3-piece molecular cluster, C2H10N2O2 overall in a non-equilibrium geometry (wB97M-V/def2-TZVPD).

**Charge**: 0
**Energy relative to the best compared isomer or geometry (same formula, charge and spin)**: 1.0253 eV
**Lowest unoccupied orbital energy**: 0.82 eV
**Orbital gap**: 9.4 eV
**SMILES**: [H]/N=C/NC.O.O

Positions of all 16 atoms, in Å:
H1 -0.686 -1.796 2.831
N1 0.243 -1.624 2.468
C1 0.245 -1.713 1.196
N2 1.359 -1.269 0.512
C2 1.368 -1.011 -0.906
H2 -0.611 -1.982 0.571
H3 1.821 -0.683 1.197
H4 0.362 -1.029 -1.326
H5 1.903 -1.785 -1.463
H6 1.932 -0.097 -1.076
O1 -4.593 0.154 -1.696
H7 -5.470 0.048 -1.326
H8 -4.870 0.055 -2.612
O2 2.031 4.164 0.331
H9 2.160 4.946 0.869
H10 2.807 3.620 0.430